{
  "formula": "C26H17BrCoF6N7O13S2",
  "method": "wB97M-V/def2-TZVPD",
  "energy_ev": -209930.6283,
  "multiplicity": 4,
  "e_above_lowest_ev": 0.000,
  "total_charge": -1,
  "lumo_ev": [1.7, 1.7],
  "homo_lumo_gap_ev": [8.33, 8.33],
  "mol_weight_g_mol": 952.4,
  "species": ["Co", "C", "O", "C", "C", "C", "Br", "C", "C", "C", "O", "C", "N", "C", "C", "C", "C", "C", "C", "N", "H", "H", "H", "H", "H", "H", "H", "H", "H", "H", "H", "O", "C", "O", "C", "C", "C", "C", "C", "C", "O", "N", "O", "O", "N", "O", "O", "H", "H", "F", "C", "F", "F", "S", "O", "O", "N", "S", "O", "O", "C", "F", "F", "F", "N", "C", "C", "C", "N", "H", "H", "H", "H"],
  "xyz": [[-1.416, 0.212, -0.500], [-2.153, -2.450, -2.567], [-1.281, -2.024, -1.521], [-0.363, -2.913, -1.049], [-0.398, -4.274, -1.286], [0.565, -5.074, -0.680], [0.504, -6.944, -0.990], [1.543, -4.555, 0.133], [1.601, -3.171, 0.338], [0.658, -2.357, -0.265], [0.661, -0.995, -0.065], [2.685, -2.646, 1.182], [3.611, -3.400, 1.715], [4.412, -2.531, 2.432], [5.552, -2.786, 3.194], [6.171, -1.716, 3.809], [5.676, -0.407, 3.676], [4.550, -0.134, 2.925], [3.930, -1.219, 2.313], [2.817, -1.325, 1.513], [-1.569, -2.727, -3.447], [-2.785, -1.594, -2.779], [-2.764, -3.294, -2.243], [-1.157, -4.718, -1.911], [2.286, -5.181, 0.604], [0.826, -0.525, -0.930], [5.931, -3.796, 3.290], [7.058, -1.883, 4.407], [6.191, 0.405, 4.173], [4.171, 0.875, 2.821], [2.235, -0.592, 1.136], [-3.594, 2.260, -2.833], [-2.756, 1.411, -2.622], [-2.869, 0.445, -1.741], [-1.535, 1.327, -3.528], [-1.708, 1.695, -4.840], [-0.669, 1.565, -5.760], [0.557, 1.063, -5.387], [0.739, 0.692, -4.071], [-0.263, 0.856, -3.076], [-0.010, 0.634, -1.838], [2.032, 0.105, -3.725], [2.100, -0.659, -2.775], [2.994, 0.417, -4.401], [-0.883, 1.942, -7.151], [0.037, 1.789, -7.936], [-1.986, 2.342, -7.472], [-2.665, 2.090, -5.152], [1.356, 0.951, -6.103], [-1.914, 4.497, -0.814], [-2.223, 4.535, 0.478], [-1.422, 5.410, 1.080], [-3.479, 4.935, 0.609], [-2.019, 2.828, 1.226], [-1.134, 2.159, 0.279], [-3.342, 2.300, 1.367], [-1.204, 2.989, 2.542], [-1.888, 3.388, 3.920], [-2.850, 4.445, 3.810], [-2.192, 2.254, 4.743], [-0.395, 4.140, 4.697], [0.013, 5.214, 4.027], [-0.707, 4.512, 5.941], [0.611, 3.266, 4.761], [-3.532, -0.515, 1.426], [-3.902, -0.551, 2.717], [-2.754, -0.495, 3.472], [-1.716, -0.394, 2.537], [-2.200, -0.396, 1.303], [-4.107, -0.339, 0.616], [-4.941, -0.595, 2.999], [-2.676, -0.483, 4.545], [-0.654, -0.292, 2.702]],
  "mulliken_spin": [2.72, 0.00, 0.02, -0.02, 0.00, 0.00, 0.00, 0.00, 0.00, -0.01, 0.07, 0.00, 0.00, 0.00, 0.00, 0.00, 0.00, 0.00, 0.00, 0.00, 0.00, 0.00, 0.00, 0.00, 0.00, 0.00, 0.00, 0.00, 0.00, 0.00, 0.00, 0.01, 0.01, 0.07, 0.00, -0.01, 0.00, 0.00, 0.00, 0.00, 0.04, 0.00, 0.00, 0.00, 0.00, 0.00, 0.00, 0.00, 0.00, 0.00, 0.00, 0.00, 0.00, 0.02, 0.03, 0.00, 0.00, 0.00, 0.00, 0.00, 0.00, 0.00, 0.00, 0.00, 0.00, 0.00, 0.00, 0.00, 0.04, 0.00, 0.00, 0.00, 0.00]
}

---

{
  "formula": "C26H18AuN4O7S2",
  "method": "wB97M-V/def2-TZVPD",
  "energy_ev": -72908.7079,
  "e_above_lowest_ev": 0.715,
  "total_charge": -1,
  "lumo_ev": [-0.3, -0.3],
  "homo_lumo_gap_ev": [4.48, 4.49],
  "mol_weight_g_mol": 759.6,
  "species": ["Au", "O", "C", "C", "O", "C", "C", "O", "C", "O", "O", "N", "C", "C", "C", "C", "C", "C", "C", "C", "C", "C", "C", "C", "H", "H", "H", "H", "H", "H", "H", "H", "H", "H", "N", "C", "C", "C", "C", "C", "C", "S", "O", "O", "N", "C", "S", "C", "C", "N", "H", "H", "H", "H", "H", "H", "H", "H"],
  "xyz": [[1.304, -0.864, -0.853], [5.861, -0.167, 3.466], [4.955, -0.107, 2.673], [5.087, 0.088, 1.179], [6.106, 0.391, 0.591], [3.760, -0.201, 0.619], [2.848, -0.540, 1.666], [1.707, -1.034, 1.453], [3.482, -0.273, 2.972], [2.946, -0.116, 4.050], [3.414, -0.172, -0.603], [0.546, -0.158, -3.069], [0.456, -1.235, -3.960], [1.149, -1.212, -5.165], [1.038, -2.258, -6.064], [0.226, -3.337, -5.753], [-0.409, -3.389, -4.523], [-0.296, -2.356, -3.594], [-0.890, -2.514, -2.244], [-2.126, -3.165, -2.140], [-2.655, -3.526, -0.917], [-1.941, -3.282, 0.245], [-0.751, -2.580, 0.170], [-0.245, -2.175, -1.052], [1.044, 0.650, -3.412], [-0.320, 0.089, -2.603], [1.774, -0.356, -5.395], [1.582, -2.229, -6.998], [0.108, -4.150, -6.458], [-0.989, -4.266, -4.267], [-2.679, -3.372, -3.048], [-3.636, -3.982, -0.869], [-2.328, -3.583, 1.206], [-0.217, -2.330, 1.078], [-0.482, 3.783, 5.854], [-1.052, 3.105, 4.782], [-0.534, 1.873, 4.372], [-1.129, 1.173, 3.342], [-2.250, 1.699, 2.714], [-2.770, 2.923, 3.097], [-2.173, 3.625, 4.130], [-2.956, 0.816, 1.339], [-3.497, -0.420, 1.833], [-3.882, 1.701, 0.660], [-1.640, 0.500, 0.452], [-1.033, 1.458, -0.217], [-1.738, 3.083, -0.574], [-0.272, 3.535, -1.373], [0.611, 2.522, -1.340], [0.204, 1.370, -0.711], [0.470, 3.535, 6.065], [-0.666, 4.770, 5.894], [0.346, 1.473, 4.861], [-0.719, 0.229, 3.005], [-3.632, 3.308, 2.568], [-2.570, 4.585, 4.439], [-0.155, 4.509, -1.818], [1.610, 2.556, -1.756]],
  "lowdin_charge": [1.22, 0.12, -0.27, -0.30, 0.09, -0.33, -0.31, -0.05, -0.29, 0.09, -0.13, 0.10, -0.26, -0.03, -0.09, -0.09, -0.03, -0.13, -0.19, -0.04, -0.07, -0.06, -0.10, -0.17, 0.10, 0.10, 0.11, 0.10, 0.10, 0.11, 0.11, 0.10, 0.11, 0.09, 0.09, -0.33, -0.02, -0.05, -0.30, -0.07, -0.04, 0.55, -0.32, -0.38, -0.12, -0.68, 1.01, -0.44, -0.31, -0.08, 0.09, 0.08, 0.11, 0.11, 0.11, 0.10, 0.05, 0.10]
}

---

{
  "formula": "C26H18BF16N3O3Pt",
  "method": "wB97M-V/def2-TZVPD",
  "energy_ev": -85283.5852,
  "e_above_lowest_ev": 0.000,
  "total_charge": -2,
  "lumo_ev": 4.3,
  "homo_lumo_gap_ev": 6.48,
  "mol_weight_g_mol": 930.3,
  "species": ["Pt", "C", "C", "C", "C", "C", "N", "C", "C", "C", "C", "C", "C", "C", "C", "O", "C", "F", "F", "F", "C", "F", "F", "F", "C", "C", "C", "O", "C", "F", "F", "F", "C", "F", "F", "F", "H", "H", "H", "H", "H", "H", "H", "H", "H", "H", "H", "H", "F", "B", "F", "F", "F", "N", "C", "O", "C", "C", "C", "C", "N", "C", "H", "H", "H", "H", "H", "H"],
  "xyz": [[-0.047, 0.170, 0.285], [-5.745, 1.203, -3.543], [-4.685, 1.241, -2.473], [-4.232, 2.442, -1.936], [-3.232, 2.455, -0.992], [-2.629, 1.275, -0.516], [-1.614, 1.370, 0.413], [-1.687, 2.302, 1.432], [-2.935, 2.556, 2.036], [-3.083, 3.443, 3.077], [-1.982, 4.119, 3.591], [-2.109, 5.063, 4.759], [-0.751, 3.871, 3.007], [-0.563, 2.984, 1.945], [0.822, 2.839, 1.282], [1.212, 1.585, 0.912], [0.848, 3.790, 0.042], [0.447, 5.050, 0.344], [0.026, 3.350, -0.918], [2.069, 3.890, -0.490], [1.973, 3.283, 2.244], [1.841, 2.690, 3.445], [2.031, 4.620, 2.473], [3.170, 2.940, 1.772], [-3.080, 0.049, -1.056], [-4.096, 0.074, -2.014], [-2.539, -1.289, -0.521], [-1.199, -1.378, -0.281], [-3.325, -1.617, 0.791], [-2.995, -0.780, 1.776], [-3.067, -2.865, 1.238], [-4.666, -1.537, 0.642], [-2.789, -2.465, -1.522], [-4.087, -2.849, -1.630], [-2.118, -3.570, -1.167], [-2.375, -2.143, -2.756], [-6.420, 2.057, -3.458], [-6.344, 0.293, -3.474], [-5.307, 1.231, -4.545], [-4.655, 3.382, -2.277], [-2.868, 3.398, -0.604], [-3.795, 2.014, 1.662], [-4.067, 3.599, 3.511], [-3.072, 5.578, 4.749], [-1.323, 5.819, 4.740], [-2.032, 4.535, 5.714], [0.095, 4.417, 3.398], [-4.467, -0.855, -2.423], [5.742, 1.917, -3.156], [5.032, 1.028, -4.002], [4.698, 1.660, -5.199], [5.859, -0.090, -4.251], [3.860, 0.604, -3.315], [5.484, -0.166, -0.961], [5.296, -1.250, -0.204], [6.214, -1.932, 0.250], [3.871, -1.616, 0.120], [3.647, -2.869, 0.681], [2.358, -3.249, 1.010], [1.331, -2.345, 0.804], [1.556, -1.126, 0.293], [2.791, -0.774, -0.061], [6.427, 0.034, -1.252], [4.753, 0.272, -1.512], [4.501, -3.513, 0.837], [2.142, -4.221, 1.430], [0.297, -2.569, 1.028], [2.887, 0.227, -0.460]],
  "lowdin_charge": [1.21, -0.07, -0.29, -0.05, -0.02, -0.24, -0.13, -0.23, -0.02, -0.06, -0.29, -0.07, 0.00, -0.05, -0.35, -0.29, -0.54, 0.13, 0.15, 0.16, -0.55, 0.14, 0.12, 0.16, -0.05, 0.00, -0.35, -0.30, -0.54, 0.16, 0.14, 0.13, -0.54, 0.12, 0.14, 0.15, 0.06, 0.07, 0.07, 0.10, 0.12, 0.11, 0.10, 0.07, 0.07, 0.07, 0.11, 0.11, 0.07, -1.24, 0.10, 0.07, 0.07, 0.21, -0.50, 0.01, -0.09, 0.00, -0.04, -0.10, -0.09, -0.04, 0.12, 0.08, 0.11, 0.10, 0.10, 0.12]
}

---

Which formula does entry 2 have?
C26H18AuN4O7S2